A 2-piece molecular cluster, C8H16N3O overall. Source: OMol25; level of theory: wB97M-V/def2-TZVPD.

Last column: natural (NBO) charge in e.
Cartesian coordinates (Å):
C  -1.112  -0.790  -1.863  0.172
C  1.491  1.693  -2.510  0.690
C  1.519  3.160  -2.926  -0.719
C  0.106  -0.693  3.163  -0.407
C  -1.914  -1.192  1.864  -0.440
C  0.189  -2.098  1.124  -0.448
C  -0.236  0.167  0.881  -0.172
C  0.031  -0.059  -1.979  -0.041
N  -2.085  -1.414  -1.771  -0.274
N  0.202  1.149  -2.456  -0.566
N  -0.412  -0.961  1.783  -0.293
O  2.481  1.138  -2.184  -0.537
H  2.019  3.692  -2.195  0.260
H  2.277  3.220  -3.762  0.267
H  0.505  3.419  -3.361  0.219
H  1.267  -0.756  2.998  0.247
H  -0.420  0.117  3.548  0.237
H  -0.196  -1.586  3.828  0.238
H  -2.399  -1.464  0.787  0.284
H  -1.924  -1.993  2.621  0.227
H  -2.464  -0.203  2.132  0.243
H  1.264  -1.992  1.055  0.238
H  -0.091  -3.113  1.603  0.247
H  -0.317  -2.222  0.070  0.263
H  -0.992  0.921  1.027  0.188
H  0.738  0.554  0.936  0.182
H  1.055  -0.453  -1.800  0.271
H  -0.582  1.758  -2.611  0.423

The value obtained for the LUMO energy (alpha / beta) is -4.3011 / -4.8960 eV. Its relative energy (zero: lowest compared OMol25 entry of this formula, charge and spin) is 4.737 eV. As for the total charge: +1. The molecular weight comes out at 170.24 g mol⁻¹.